Record 1
119
Properties=species:S:1:pos:R:3 method="wB97M-V/def2-TZVPD" e_homo_ev=-3.33 e_tot_ev=-259990.0339 e_lumo_ev=3.514 relative_energy_kcal_mol=8.0 charge=-2
Tl -0.92 -1.39 0.03
O 0.90 -4.28 -2.11
S 0.92 -3.20 -1.15
O -0.14 -3.42 -0.07
O 2.24 -3.04 -0.52
O 0.50 -1.90 -1.81
O 1.78 1.41 5.21
C 0.59 1.96 5.23
O 0.22 2.64 6.16
C -0.29 1.72 4.04
C -1.46 2.41 3.80
Cl -2.17 3.61 4.78
N -2.01 1.94 2.64
N -1.26 0.95 2.15
C -0.23 0.79 2.95
C 0.79 -0.24 2.58
O 1.96 -0.06 2.98
O 0.45 -1.21 1.86
C -3.20 2.28 1.93
C -3.73 1.32 1.08
C -4.88 1.59 0.36
C -5.51 2.82 0.49
C -4.96 3.79 1.31
C -3.80 3.53 2.03
H 1.95 0.87 4.36
H -3.24 0.36 1.00
H -5.30 0.82 -0.28
H -6.42 3.03 -0.06
H -5.43 4.76 1.41
H -3.38 4.30 2.66
C -0.44 4.27 -2.36
Si -1.66 3.53 -1.14
C -3.41 3.75 -1.77
C -1.48 4.39 0.52
C -1.36 1.74 -0.90
C -1.18 0.58 -0.60
H -0.49 5.36 -2.36
H -0.64 3.92 -3.37
H 0.58 3.98 -2.11
H -3.67 4.80 -1.90
H -4.13 3.30 -1.08
H -3.54 3.25 -2.74
H -1.37 5.47 0.41
H -0.61 4.01 1.06
H -2.36 4.20 1.15
C -2.24 -0.41 -6.15
Ge -1.29 -1.12 -4.55
C -0.62 -2.90 -4.97
C 0.06 0.22 -4.11
C -2.76 -1.27 -3.22
Se -2.44 -2.76 -1.99
C -4.29 -2.93 -1.40
H -1.54 -0.24 -6.97
H -2.72 0.54 -5.91
H -3.01 -1.11 -6.49
H 0.09 -2.87 -5.79
H -1.46 -3.55 -5.25
H -0.13 -3.33 -4.10
H 0.69 0.42 -4.98
H 0.67 -0.16 -3.30
H -0.42 1.14 -3.79
H -3.69 -1.49 -3.74
H -2.87 -0.36 -2.62
H -4.90 -3.29 -2.22
H -4.65 -1.98 -1.03
H -4.30 -3.65 -0.58
C -1.13 -5.05 2.60
C -1.67 -3.90 3.43
O -3.07 -3.70 3.14
P -3.56 -2.36 2.40
O -2.71 -2.09 1.17
Te -5.87 -2.50 2.17
O -3.10 -1.22 3.46
C -3.81 -1.07 4.69
C -2.83 -0.93 5.83
H -0.15 -5.34 2.98
H -1.01 -4.74 1.56
H -1.80 -5.90 2.66
H -1.11 -2.99 3.24
H -1.62 -4.14 4.50
H -4.47 -1.92 4.85
H -4.45 -0.18 4.60
H -2.21 -1.83 5.90
H -3.37 -0.80 6.77
H -2.17 -0.08 5.67
F 7.59 -2.77 3.32
C 6.60 -2.27 2.54
C 5.66 -3.13 2.02
C 4.66 -2.61 1.20
C 4.60 -1.25 0.91
C 5.55 -0.41 1.49
C 6.56 -0.91 2.30
Sb 2.95 -0.48 -0.29
C 3.89 1.53 -0.48
C 5.16 1.81 -0.99
C 5.66 3.11 -1.05
C 4.86 4.14 -0.59
F 5.34 5.41 -0.64
C 3.60 3.92 -0.08
C 3.13 2.61 -0.03
C 3.86 -1.02 -2.19
C 3.77 -0.13 -3.26
C 4.19 -0.48 -4.54
C 4.69 -1.75 -4.74
F 5.10 -2.11 -5.99
C 4.80 -2.66 -3.71
C 4.38 -2.28 -2.44
H 5.72 -4.19 2.25
H 3.90 -3.27 0.80
H 5.50 0.66 1.32
H 7.30 -0.26 2.75
H 5.77 0.99 -1.35
H 6.64 3.33 -1.44
H 3.01 4.76 0.27
H 2.13 2.43 0.36
H 3.37 0.87 -3.10
H 4.12 0.21 -5.37
H 5.19 -3.65 -3.91
H 4.44 -3.00 -1.63


Record 2
99
Properties=species:S:1:pos:R:3 method="wB97M-V/def2-TZVPD" e_homo_ev="-13.00 / -12.98" multiplicity=4 e_tot_ev=-95011.3914 e_lumo_ev="-6.508 / -6.365" charge=+2
C 1.89 4.30 1.12
C 1.35 3.53 2.19
C 1.83 3.48 3.50
C 2.68 4.53 3.88
C 3.11 5.42 2.86
C 2.78 5.32 1.50
P 0.14 2.28 1.73
C -0.49 1.41 3.22
C -0.07 0.05 3.48
C -0.55 -0.52 4.66
C -1.42 0.20 5.48
C -1.87 1.51 5.21
C -1.38 2.12 4.01
Nd 0.25 -0.10 0.14
P 2.37 -1.24 -1.48
C 4.00 -1.64 -0.78
C 5.11 -1.17 -1.49
C 6.38 -1.53 -1.02
C 6.46 -2.20 0.22
C 5.35 -2.48 1.04
C 4.07 -2.14 0.57
C 1.43 -2.88 -1.55
C 0.13 -2.86 -2.08
C -0.67 -4.01 -2.13
C -0.11 -5.20 -1.62
C 1.17 -5.23 -1.01
C 1.91 -4.03 -0.91
C 2.39 -0.64 -3.18
C 1.74 0.61 -3.50
C 1.95 1.09 -4.80
C 2.72 0.31 -5.67
C 3.31 -0.95 -5.36
C 3.11 -1.43 -4.05
C -1.29 3.12 0.89
C -1.38 4.50 1.01
C -2.47 5.16 0.41
C -3.40 4.39 -0.32
C -3.27 3.00 -0.52
C -2.16 2.37 0.04
H -0.32 -1.87 -2.37
H -1.67 -4.01 -2.59
H -0.65 -6.14 -1.74
H 1.65 -6.17 -0.66
H 2.90 -4.01 -0.44
H 4.95 -0.64 -2.46
H 7.23 -1.30 -1.67
H 7.45 -2.48 0.56
H 5.45 -3.02 1.99
H 3.15 -2.37 1.17
H 1.21 1.22 -2.72
H 1.53 2.06 -5.10
H 2.87 0.65 -6.68
H 3.92 -1.57 -6.03
H 3.58 -2.37 -3.66
H -0.59 5.01 1.60
H -2.55 6.25 0.57
H -4.26 4.89 -0.76
H -4.05 2.45 -1.05
H -2.05 1.24 -0.09
H 0.65 -0.54 2.80
H -0.27 -1.56 4.94
H -1.79 -0.25 6.41
H -2.54 2.11 5.85
H -1.68 3.14 3.69
H 1.41 2.73 4.21
H 2.94 4.61 4.94
H 3.75 6.23 3.17
H 3.12 6.04 0.74
H 1.59 4.08 0.07
H 2.34 1.05 0.32
H 1.89 1.43 -0.26
C -4.22 0.27 -2.10
Si -2.78 -0.91 -1.91
C -3.69 -2.53 -2.08
C -1.86 -0.39 -3.48
C -1.94 -1.07 -0.32
Si -2.78 -1.39 1.29
C -1.79 -2.58 2.38
C -3.52 0.17 2.06
C -4.33 -2.40 0.99
H -4.86 -0.23 -2.83
H -3.93 1.26 -2.42
H -4.80 0.50 -1.24
H -3.68 -2.74 -3.14
H -3.24 -3.38 -1.58
H -4.71 -2.36 -1.75
H -1.35 0.56 -3.42
H -1.16 -1.11 -3.87
H -2.69 -0.25 -4.19
H -1.09 -1.89 -0.41
H -0.80 -2.26 2.75
H -2.35 -2.71 3.32
H -1.74 -3.56 1.92
H -4.24 0.63 1.38
H -4.08 -0.13 2.94
H -2.80 0.93 2.41
H -5.03 -1.90 0.34
H -4.09 -3.35 0.54
H -4.75 -2.54 1.98


Record 3
116
Properties=species:S:1:pos:R:3 method="wB97M-V/def2-TZVPD" e_homo_ev="-12.33 / -13.17" multiplicity=3 e_tot_ev=-119754.0923 e_lumo_ev="-6.572 / -6.915" relative_energy_kcal_mol=41.6 charge=+2
W 0.11 0.08 -0.39
C 5.06 2.34 -0.91
C 4.71 1.35 0.15
C 5.59 0.90 1.08
C 5.19 -0.04 2.06
N 3.97 -0.50 2.11
N 3.09 -0.06 1.20
B 1.60 -0.54 1.29
N 1.58 -2.12 1.32
N 2.69 -2.83 1.16
C 2.62 -4.12 1.36
C 1.42 -4.72 1.82
C 0.27 -3.99 1.93
C -1.05 -4.57 2.31
C 0.38 -2.64 1.56
S -0.96 -1.58 1.31
C 3.83 -4.97 1.05
C 3.48 -5.87 -0.15
C 5.03 -4.11 0.69
C 4.18 -5.84 2.27
N 1.10 -0.11 2.76
N 1.60 -0.86 3.74
C 1.21 -0.66 4.97
C 0.32 0.40 5.28
C -0.22 1.15 4.29
C -1.22 2.24 4.54
C 0.16 0.81 2.97
S -0.68 1.48 1.62
C 1.74 -1.58 6.06
C 2.30 -2.87 5.45
C 0.61 -1.94 7.03
C 2.84 -0.82 6.81
C 3.40 0.82 0.25
S 2.16 1.36 -0.79
C 6.20 -0.51 3.11
C 6.58 0.71 3.97
C 5.61 -1.59 4.00
C 7.45 -1.04 2.39
H 6.11 2.61 -0.85
H 4.46 3.24 -0.81
H 4.86 1.93 -1.90
H 6.61 1.26 1.07
H 1.40 -5.78 2.05
H -0.93 -5.58 2.72
H -1.70 -4.63 1.44
H -1.56 -3.95 3.05
H 3.32 -5.27 -1.04
H 2.58 -6.47 0.04
H 4.30 -6.56 -0.35
H 4.81 -3.43 -0.13
H 5.86 -4.75 0.38
H 5.36 -3.52 1.54
H 3.41 -6.59 2.48
H 4.32 -5.22 3.16
H 5.11 -6.38 2.08
H 0.04 0.58 6.31
H -1.33 2.42 5.61
H -2.20 1.96 4.14
H -0.92 3.17 4.06
H 1.49 -3.48 5.05
H 2.80 -3.44 6.23
H 3.00 -2.67 4.65
H -0.26 -2.33 6.51
H 0.31 -1.09 7.65
H 0.97 -2.72 7.71
H 3.66 -0.53 6.15
H 3.25 -1.44 7.61
H 2.45 0.09 7.27
H 5.70 1.17 4.42
H 7.12 1.47 3.40
H 7.24 0.38 4.78
H 4.82 -1.18 4.63
H 6.39 -1.99 4.65
H 5.18 -2.41 3.42
H 7.96 -0.26 1.82
H 7.21 -1.86 1.71
H 8.16 -1.42 3.13
C 0.56 6.04 -2.65
C -0.53 5.90 -1.61
N -0.06 5.27 -0.37
C 0.08 3.97 -0.16
S 0.88 3.55 1.32
N -0.37 3.21 -1.19
N -0.52 1.91 -1.19
C -0.63 1.35 -2.40
C -0.18 2.10 -3.61
C -1.54 0.20 -2.51
C -2.16 -0.15 -3.69
C -3.12 -1.16 -3.65
C -3.40 -1.79 -2.45
C -2.69 -1.42 -1.32
N -1.78 -0.45 -1.35
H 0.17 6.53 -3.54
H 0.94 5.06 -2.94
H 1.40 6.63 -2.27
H -1.36 5.31 -1.99
H -0.92 6.88 -1.33
H 0.28 5.87 0.36
H 0.74 2.62 -3.39
H -0.93 2.85 -3.88
H -0.02 1.43 -4.45
H -1.93 0.36 -4.61
H -3.64 -1.45 -4.56
H -4.15 -2.56 -2.38
H -2.83 -1.92 -0.37
F -0.49 -3.31 -1.01
C 0.50 -2.85 -1.80
C 0.88 -1.50 -1.79
C 1.75 -1.20 -2.85
F 2.07 0.06 -3.17
C 2.30 -2.14 -3.71
F 3.13 -1.75 -4.67
C 1.96 -3.47 -3.58
F 2.47 -4.38 -4.40
C 1.03 -3.82 -2.63
F 0.61 -5.08 -2.53


Record 4
109
Properties=species:S:1:pos:R:3 method="wB97M-V/def2-TZVPD" e_homo_ev=-3.92 e_tot_ev=-81549.4938 e_lumo_ev=2.296 relative_energy_kcal_mol=13.8 charge=-1
Sr 0.52 -0.80 0.05
C -3.09 -2.21 -2.32
C -1.84 -1.59 -2.47
N -0.93 -2.13 -1.66
N -1.57 -3.12 -0.99
C -2.86 -3.18 -1.37
B -0.85 -4.17 -0.07
N -1.08 -3.88 1.43
C -1.75 -4.67 2.30
C -1.58 -4.16 3.56
C -0.77 -3.02 3.36
N -0.47 -2.86 2.08
N 0.67 -4.18 -0.34
C 1.41 -5.26 -0.67
C 2.74 -4.91 -0.59
C 2.72 -3.56 -0.18
N 1.47 -3.12 -0.04
H -4.02 -1.97 -2.81
H -1.58 -0.77 -3.11
H -3.52 -3.92 -0.93
H -1.29 -5.27 -0.31
H -2.29 -5.54 1.95
H -1.99 -4.53 4.49
H -0.40 -2.33 4.10
H 0.94 -6.19 -0.94
H 3.60 -5.53 -0.79
H 3.55 -2.89 0.01
C 0.49 3.76 4.21
C -0.59 2.67 4.09
C -1.89 3.30 3.57
P -0.02 1.30 2.96
C 1.16 0.28 4.00
C 0.90 0.07 5.49
C 2.59 0.81 3.81
C -1.56 0.29 2.90
C -2.25 -0.13 4.06
C -3.36 -0.94 4.01
C -3.79 -1.40 2.76
C -3.18 -0.96 1.61
C -2.11 -0.05 1.63
N -1.59 0.52 0.45
C -2.48 1.05 -0.45
C -3.88 1.22 -0.20
C -4.76 1.59 -1.20
C -4.31 1.85 -2.50
C -2.94 1.84 -2.71
C -2.01 1.54 -1.71
P -0.20 1.58 -1.95
C -0.02 2.16 -3.72
C -0.49 3.60 -4.03
C 1.45 2.03 -4.16
C 0.37 3.16 -1.09
C 1.71 2.94 -0.38
C -0.66 3.76 -0.13
H 0.10 4.62 4.75
H 1.38 3.40 4.73
H 0.80 4.10 3.21
H -0.78 2.25 5.08
H -1.74 3.77 2.59
H -2.70 2.57 3.48
H -2.21 4.09 4.26
H 1.11 -0.69 3.50
H 0.87 1.03 6.03
H -0.03 -0.47 5.70
H 1.72 -0.51 5.92
H 2.75 1.73 4.37
H 3.31 0.08 4.18
H 2.82 0.99 2.76
H -1.91 0.23 5.02
H -3.86 -1.25 4.92
H -4.62 -2.10 2.70
H -3.55 -1.29 0.64
H -4.26 1.02 0.79
H -5.81 1.67 -0.97
H -4.99 2.09 -3.30
H -2.58 2.09 -3.70
H -0.60 1.45 -4.30
H 0.34 4.30 -3.93
H -0.84 3.67 -5.06
H -1.30 3.94 -3.38
H 2.10 2.64 -3.52
H 1.80 1.00 -4.11
H 1.57 2.39 -5.19
H 0.54 3.88 -1.88
H 1.60 2.29 0.50
H 2.46 2.47 -1.04
H 2.12 3.89 -0.03
H -0.90 3.05 0.66
H -0.25 4.67 0.34
H -1.59 4.02 -0.63
O 4.71 0.04 0.92
C 3.66 -0.10 0.31
O 2.46 -0.10 0.77
C 3.75 -0.32 -1.20
C 4.96 -0.03 -1.87
C 5.03 -0.21 -3.21
C 3.91 -0.73 -3.91
C 3.90 -0.95 -5.31
C 2.80 -1.47 -5.92
C 1.65 -1.81 -5.16
C 1.64 -1.60 -3.81
C 2.76 -1.03 -3.16
N 2.68 -0.78 -1.82
H 5.79 0.33 -1.28
H 5.94 0.02 -3.77
H 4.79 -0.70 -5.89
H 2.79 -1.64 -6.99
H 0.79 -2.25 -5.65
H 0.78 -1.87 -3.20